DFT (ωB97M-V/def2-TZVPD) results for C4H5N3O in the gas phase in a non-equilibrium geometry.

- HOMO (eV) = -9.13
- multiplicity = 1
- energy relative to the best compared isomer or geometry (same formula, charge and spin) (eV) = 1.7584
- SMILES = Nn1cccnc1=O

```
13
Properties=species:S:1:pos:R:3:forces:R:3:nbo_charge:R:1
N 0.667 -2.024 0.422 0.584 0.574 -0.538 -0.62
N 0.434 -0.648 0.264 0.067 0.839 -0.145 -0.25
C 1.284 0.255 0.805 -1.694 0.931 -0.843 0.12
C 0.869 1.568 0.721 0.378 1.071 -0.445 -0.39
C -0.324 1.893 0.006 0.857 -1.835 0.235 0.15
N -1.078 1.009 -0.600 -0.135 1.954 -0.064 -0.50
C -0.722 -0.266 -0.574 0.630 -2.519 1.041 0.72
O -1.294 -1.203 -1.096 0.016 0.280 -0.188 -0.62
H -0.181 -2.358 0.842 -0.404 -0.504 0.221 0.36
H 0.637 -2.369 -0.537 -0.007 -0.368 0.170 0.37
H 2.222 -0.062 1.215 0.083 -0.359 0.283 0.23
H 1.477 2.440 1.002 -0.087 -0.847 0.220 0.23
H -0.606 2.912 -0.099 -0.286 0.783 0.053 0.20
```
Forces are in eV/Å.